The ion C3H10NOS with charge +1 in a non-equilibrium geometry. Source: the Open Molecules 2025 dataset; level of theory: ωB97M-V with the def2-TZVPD basis set.

* net charge: +1
* DFT total energy: -17637.74593 eV
* HOMO: -13.4 eV
* SMILES: C[NH+](C)CSO
* frontier orbital gap: 9.81 eV
* molar mass: 108.2 g mol⁻¹

Geometry as XYZ:
```
16
Properties=species:S:1:pos:R:3:forces:R:3:mulliken_charge:R:1
S 2.76769 -0.43317 0.29056 -2.8 1.4 0.9 0.16
H -1.84628 0.32873 0.83897 0.1 -0.1 0.0 0.38
H -0.70500 -1.82592 0.44631 0.0 0.2 0.0 0.38
H -0.87373 -1.64230 -1.30929 0.0 0.2 0.0 0.36
H 0.73193 -1.86745 -0.58630 -0.1 0.2 0.0 0.33
C -0.24739 -1.40950 -0.45009 0.0 -1.2 -0.2 -0.80
O 3.20795 0.70375 -0.78094 0.1 0.1 -0.5 -0.43
H 0.31327 0.40854 -1.17297 -0.1 0.0 0.2 0.35
C 0.80307 0.39863 0.78335 3.8 -1.4 -0.2 -0.75
N -0.10202 0.04721 -0.30420 0.0 0.2 -0.4 -0.05
H 3.79918 1.36804 -0.39928 0.0 -0.1 0.2 0.37
H 0.97859 1.46229 0.86659 -0.1 0.1 -0.1 0.38
H -2.09684 0.42045 -0.91139 0.1 -0.1 0.0 0.36
H 0.54764 -0.08373 1.71720 -0.3 0.0 0.0 0.43
C -1.42132 0.68235 -0.09957 -0.8 0.5 0.0 -0.84
H -1.32517 1.76517 -0.05704 0.2 0.0 0.0 0.36
```
Forces are in eV/Å.